## one
Computed, not measured: one molecule with the formula CH4N2OS, with ωB97M-V/def2-TZVPD.

## Properties
* SMILES: O/N=C/NS
* M: 92.1 g/mol
* HOMO energy: -8.8 eV
* frontier orbital gap: 0.34860 Ha

Last column: Mulliken charge in e.
Geometry (Å):
C: -0.5409 -0.4139 0.0557  0.11
H: 1.4020 1.3707 1.1296  0.14
H: -1.1120 0.5576 1.8713  0.25
H: -1.4465 -1.0724 -0.1533  0.33
H: 1.0250 -1.1234 -2.3723  0.35
N: -0.6040 0.6154 1.0210  -0.30
N: 0.5835 -0.5788 -0.6312  -0.35
O: 0.3478 -1.4180 -1.7348  -0.40
S: 0.3451 2.0628 0.8140  -0.12

## two
Computed, not measured: a 2-piece molecular cluster, CH4N2OS overall, with ωB97M-V/def2-TZVPD.

## Properties
* M: 92.1 g/mol
* HOMO energy: -7.9 eV
* frontier orbital gap: 0.27168 Ha

Last column: Mulliken charge in e.
Geometry (Å):
C: -0.0326 -0.2090 -0.0603  0.14
H: 2.7937 -0.6367 0.9097  0.34
H: 1.4051 1.3067 0.1517  0.30
H: 0.0998 -1.3296 -0.1886  0.31
H: -3.9042 1.0856 -0.4614  0.08
N: 1.1437 0.3099 -0.1955  -0.15
N: -1.1833 0.3738 0.0958  -0.44
O: 2.3000 -0.4920 -0.1850  -0.43
S: -2.6222 -0.4088 -0.0664  -0.16

## three
Computed, not measured: a 2-piece molecular cluster, CH4N2OS overall, with ωB97M-V/def2-TZVPD.

## Properties
* M: 92.1 g/mol
* HOMO energy: -9.9 eV
* frontier orbital gap: 0.33814 Ha

Last column: Mulliken charge in e.
Geometry (Å):
C: 0.8457 -0.2756 -0.2927  0.53
H: -0.3927 1.6771 -0.4520  0.28
H: 1.1909 1.8678 -0.1737  0.27
H: 0.0430 -2.0064 0.3815  0.37
H: -1.9187 -0.0592 1.2668  0.16
N: 0.5529 1.0378 -0.1496  -0.42
N: -0.2872 -1.0146 -0.7701  -0.42
O: 1.9227 -0.9008 0.2171  -0.61
S: -1.9567 -0.3262 -0.0272  -0.16

## four
Computed, not measured: CH4N2OS as an isolated structure, with ωB97M-V/def2-TZVPD.

## Properties
* M: 92.1 g/mol
* HOMO energy: -8.7 eV
* frontier orbital gap: 0.34285 Ha

Last column: Mulliken charge in e.
Geometry (Å):
C: -0.0166 0.5274 -0.1432  -0.08
H: -0.9419 -1.1804 -0.1039  0.49
H: -2.0640 1.1978 -0.3132  0.29
H: 0.6231 1.5207 -0.0007  0.31
H: 2.6266 -1.1377 0.6825  0.16
N: -1.3598 0.5078 0.1556  -0.11
N: 0.6754 -0.6027 -0.1355  -0.48
O: -1.8901 -0.7756 -0.0781  -0.41
S: 2.3473 -0.0574 -0.0635  -0.16

Quick ranking, most stable first: one, four, three, two.

## one
Computed, not measured: a 8-piece molecular cluster, C32H64O8 overall, with ωB97M-V/def2-TZVPD.

## Properties
* SMILES: C1CCOC1.C1CCOC1.C1CCOC1.C1CCOC1.C1CCOC1.C1CCOC1.C1CCOC1.C1CCOC1
* M: 576.9 g/mol
* HOMO energy: -9.5 eV
* frontier orbital gap: 0.36044 Ha

Last column: Mulliken charge in e.
Geometry (Å):
C: -15.0442 -18.7884 22.7968  -0.53
C: -15.6533 -17.7738 23.6731  -0.60
C: -14.4051 -17.2418 24.3879  -0.39
O: -13.4705 -18.3200 24.3794  -0.41
C: -13.8989 -19.4603 23.5602  -0.34
H: -14.7140 -18.1646 21.9662  0.24
H: -15.8018 -19.4986 22.4656  0.35
H: -16.3661 -18.2051 24.3760  0.30
H: -16.1775 -16.9489 23.1904  0.32
H: -14.7330 -16.8840 25.3639  0.27
H: -13.9265 -16.4152 23.8626  0.27
H: -14.2360 -20.3231 24.1346  0.28
H: -13.1228 -19.7802 22.8648  0.24
C: -15.0754 -22.1639 16.8362  -0.54
C: -14.4878 -21.0291 16.0385  -0.62
C: -15.3421 -21.0947 14.7431  -0.35
O: -15.4090 -22.5309 14.6242  -0.42
C: -15.1476 -23.2575 15.8528  -0.32
H: -16.0605 -21.8917 17.2151  0.26
H: -14.4090 -22.3368 17.6813  0.32
H: -13.4278 -21.1310 15.8054  0.27
H: -14.4533 -20.0837 16.5799  0.37
H: -14.8053 -20.6135 13.9255  0.25
H: -16.3849 -20.7773 14.7431  0.25
H: -14.2546 -23.8795 15.7918  0.29
H: -16.0168 -23.8344 16.1683  0.23
C: -9.1532 -14.5210 20.5065  -0.48
C: -7.8267 -14.2310 19.7532  -0.44
C: -8.3110 -13.3905 18.6717  -0.45
O: -9.5294 -12.7919 19.0836  -0.40
C: -10.2840 -13.8037 19.7200  -0.44
H: -9.0718 -14.1056 21.5110  0.21
H: -9.3821 -15.5845 20.5741  0.35
H: -7.4740 -15.1637 19.3131  0.21
H: -7.0011 -13.8032 20.3220  0.30
H: -8.3848 -13.9482 17.7381  0.29
H: -7.5404 -12.6636 18.4152  0.32
H: -10.8437 -14.4436 19.0379  0.27
H: -11.0488 -13.3732 20.3665  0.27
C: -2.6606 -16.7889 13.9292  -0.52
C: -2.7881 -15.3072 14.1468  -0.51
C: -3.8782 -15.0130 13.0675  -0.47
O: -4.7143 -16.1083 13.0705  -0.41
C: -4.0485 -17.3136 13.5452  -0.39
H: -2.3855 -17.2620 14.8719  0.29
H: -1.8874 -16.9077 13.1702  0.29
H: -1.8013 -14.8449 14.1210  0.34
H: -3.1995 -15.0346 15.1186  0.26
H: -3.4006 -14.8741 12.0976  0.26
H: -4.4176 -14.0780 13.2191  0.33
H: -4.0011 -18.0839 12.7754  0.26
H: -4.4566 -17.7807 14.4415  0.28
C: -15.3596 -6.4513 20.2886  -0.44
C: -14.7872 -7.7981 19.9364  -0.42
C: -16.0162 -8.6420 19.5913  -0.48
O: -17.0403 -7.7255 19.2575  -0.40
C: -16.9003 -6.6128 20.1062  -0.45
H: -14.9533 -5.7536 19.5563  0.21
H: -15.0770 -6.1257 21.2897  0.32
H: -14.2368 -8.2999 20.7321  0.29
H: -14.1644 -7.7500 19.0431  0.22
H: -16.2980 -9.2814 20.4279  0.29
H: -15.8060 -9.2112 18.6858  0.29
H: -17.5218 -6.9784 20.9236  0.28
H: -17.4052 -5.7037 19.7798  0.28
C: -1.0600 -18.4430 23.4057  -0.65
C: -0.9038 -19.0827 21.9917  -0.63
C: -1.9767 -18.2574 21.2166  -0.33
O: -2.9763 -18.1422 22.2745  -0.43
C: -2.5582 -18.2999 23.6414  -0.28
H: -0.5168 -17.5188 23.6026  0.27
H: -0.5285 -19.0529 24.1362  0.38
H: -1.0238 -20.1660 22.0003  0.27
H: 0.0664 -19.0066 21.5007  0.37
H: -2.3072 -18.9185 20.4155  0.25
H: -1.6752 -17.2796 20.8410  0.28
H: -3.0348 -19.1901 24.0521  0.26
H: -2.7081 -17.4058 24.2466  0.23
C: -1.1447 -10.0361 18.4476  -0.43
C: 0.3572 -10.1215 18.3647  -0.53
C: 1.0397 -8.7872 18.5451  -0.40
O: -0.1029 -7.9197 18.4294  -0.41
C: -1.2262 -8.6233 19.0053  -0.44
H: -1.7486 -10.7400 19.0203  0.34
H: -1.4284 -10.0819 17.3961  0.19
H: 0.7004 -10.5539 17.4248  0.32
H: 0.6066 -10.7851 19.1927  0.24
H: 1.8071 -8.5426 17.8106  0.29
H: 1.4296 -8.7534 19.5624  0.25
H: -2.1237 -8.0456 18.7845  0.31
H: -1.1564 -8.5824 20.0923  0.27
C: -7.5084 -6.6347 14.6718  -0.43
C: -7.4436 -5.5629 13.6330  -0.63
C: -8.9604 -5.3293 13.2940  -0.38
O: -9.3751 -5.2640 14.6105  -0.41
C: -8.7985 -6.3329 15.2671  -0.49
H: -6.6845 -6.6866 15.3835  0.29
H: -7.6593 -7.5630 14.1208  0.24
H: -6.8071 -5.8638 12.8009  0.35
H: -7.0718 -4.6337 14.0650  0.27
H: -9.4561 -6.2226 12.9140  0.29
H: -9.0475 -4.4492 12.6570  0.31
H: -9.4576 -7.1930 15.3855  0.29
H: -8.7170 -6.0768 16.3234  0.31

## two
Computed, not measured: a 8-piece molecular cluster, C32H64O8 overall, with ωB97M-V/def2-TZVPD.

## Properties
* SMILES: C1CCOC1.C1CCOC1.C1CCOC1.C1CCOC1.C1CCOC1.C1CCOC1.C1CCOC1.C1CCOC1
* M: 576.9 g/mol
* HOMO energy: -9.3 eV
* frontier orbital gap: 0.35962 Ha

Last column: Mulliken charge in e.
Geometry (Å):
C: -2.3025 -4.5546 3.6615  -0.34
C: -1.0431 -5.3261 4.1717  -0.61
C: 0.0588 -4.3311 3.9514  -0.42
O: -0.5622 -3.0390 4.1468  -0.37
C: -1.9845 -3.1062 4.0925  -0.29
H: -3.2540 -4.9958 3.9584  0.40
H: -2.1968 -4.4335 2.5834  0.06
H: -0.9345 -6.2503 3.6042  0.31
H: -1.0513 -5.6041 5.2256  0.29
H: 0.5288 -4.3523 2.9681  0.22
H: 0.8856 -4.3412 4.6615  0.33
H: -2.4786 -2.3766 3.4510  0.10
H: -2.3167 -2.9948 5.1246  0.42
C: 3.7406 -0.3480 -3.0776  -0.40
C: 5.0932 -0.2947 -2.3806  -0.83
C: 4.7446 -0.9536 -1.0433  -0.24
O: 3.7381 -1.9417 -1.3934  -0.49
C: 3.2230 -1.7467 -2.7208  0.15
H: 3.6867 -0.1012 -4.1379  0.44
H: 3.1059 0.4429 -2.6778  0.18
H: 5.4843 0.7150 -2.2552  0.38
H: 5.7795 -0.9031 -2.9696  0.31
H: 4.3860 -0.1427 -0.4092  0.10
H: 5.6804 -1.4420 -0.7717  0.38
H: 2.1357 -1.7986 -2.6640  -0.25
H: 3.5673 -2.5792 -3.3345  0.33
C: 2.4450 5.6549 0.9942  -0.59
C: 2.3286 4.2940 0.3154  -0.02
C: 0.8521 4.2393 -0.1074  -0.04
O: 0.2063 5.3134 0.5461  -0.46
C: 1.0288 5.9247 1.5025  -0.42
H: 2.7560 6.4531 0.3203  0.30
H: 3.1500 5.6234 1.8248  0.29
H: 2.5751 3.4764 0.9929  -0.22
H: 2.9500 4.2272 -0.5776  0.43
H: 0.3414 3.3601 0.2853  -0.11
H: 0.8088 4.2332 -1.1966  0.34
H: 0.9149 5.5838 2.5315  0.21
H: 0.8268 6.9956 1.5211  0.31
C: -3.2502 2.5085 -2.1384  -0.51
C: -2.4967 2.6605 -0.8470  1.00
C: -3.3232 2.0429 0.2282  -0.29
O: -4.3675 1.3460 -0.4949  -0.43
C: -4.6178 1.9796 -1.6958  -0.53
H: -2.6775 1.7978 -2.7341  0.03
H: -3.3635 3.4220 -2.7222  0.36
H: -2.3059 3.6667 -0.4739  0.30
H: -1.5652 2.0948 -0.8242  -0.96
H: -3.8076 2.8420 0.7894  0.34
H: -2.7643 1.3486 0.8558  0.01
H: -5.3447 2.7917 -1.7020  0.29
H: -5.0252 1.2076 -2.3486  0.37
C: -1.4313 -1.5111 -5.3929  0.27
C: -0.6082 -0.3374 -5.8336  -0.72
C: 0.5765 -0.5553 -4.8809  0.08
O: 0.7573 -2.0021 -4.8770  -0.43
C: -0.4941 -2.6259 -5.0757  -0.45
H: -2.1071 -1.7841 -6.2033  0.45
H: -1.9617 -1.2310 -4.4829  -0.52
H: -1.1647 0.5950 -5.7386  0.39
H: -0.3319 -0.4494 -6.8820  0.31
H: 0.3459 -0.1082 -3.9139  -0.13
H: 1.4673 -0.0723 -5.2824  0.27
H: -0.8331 -3.1818 -4.2016  0.23
H: -0.4579 -3.3943 -5.8479  0.32
C: 2.8820 3.3219 4.0579  -0.16
C: 2.0011 2.1027 3.8114  0.39
C: 2.3238 0.9989 4.8595  -0.50
O: 2.8294 1.8093 5.8701  -0.45
C: 3.5896 2.8438 5.2942  -0.62
H: 2.3252 4.2233 4.3138  0.07
H: 3.5532 3.6097 3.2488  0.21
H: 2.2280 1.6749 2.8348  -0.47
H: 0.9422 2.3572 3.8567  0.37
H: 3.0895 0.2999 4.5231  0.32
H: 1.4502 0.4876 5.2638  0.26
H: 4.6285 2.5417 5.1626  0.29
H: 3.6594 3.6454 6.0295  0.30
C: -3.0545 -2.9964 -2.0269  0.18
C: -3.3628 -3.1538 -0.4668  0.38
C: -4.4651 -2.2236 -0.2597  -0.18
O: -5.1791 -2.1281 -1.4971  -0.51
C: -4.1759 -2.0498 -2.5081  -0.20
H: -2.9874 -3.9420 -2.5649  0.36
H: -2.1347 -2.4123 -2.0597  -0.45
H: -2.4717 -2.8982 0.1065  -0.43
H: -3.7609 -4.1603 -0.3381  0.24
H: -4.0516 -1.2473 -0.0066  -0.10
H: -5.1755 -2.4620 0.5319  0.42
H: -3.8245 -1.0182 -2.4881  -0.16
H: -4.4078 -2.2340 -3.5571  0.44
C: 1.2849 -0.1018 0.5276  2.17
C: 0.9009 -0.9023 1.7464  -0.11
C: -0.5286 -1.2825 1.4444  -0.13
O: -0.9239 -0.5937 0.2687  -0.26
C: 0.2352 -0.3269 -0.4821  -0.44
H: 2.2327 -0.4124 0.0878  -0.89
H: 1.3385 0.9686 0.7263  -0.93
H: 0.9795 -0.3126 2.6598  -0.41
H: 1.5729 -1.7565 1.8292  0.51
H: -1.1752 -0.9680 2.2637  0.11
H: -0.5862 -2.3457 1.2112  0.00
H: 0.1171 0.5688 -1.0919  0.40
H: 0.3552 -1.1562 -1.1792  -0.22

Quick ranking, most stable first: two, one.

## one
Computed, not measured: a 2-piece molecular cluster, C3H7N4 overall, with ωB97M-V/def2-TZVPD.

## Properties
* M: 99.1 g/mol
* HOMO energy (alpha / beta): -13.1 / -14.1 eV
* total charge: +1
* frontier orbital gap (alpha / beta): 0.24555 / 0.28767 Ha

Last column: Mulliken charge in e.
Geometry (Å):
C: 0.7896 0.6994 1.1726  -0.47
C: -0.4940 0.1936 0.8919  -0.15
C: 1.4902 0.5829 -0.1065  0.51
N: -0.6376 0.1188 -0.4600  0.28
N: 0.4263 0.2425 -1.0784  -0.65
N: 2.7314 0.6619 -0.4921  -0.31
N: -2.4796 -1.0891 -0.6973  -0.45
H: 1.1387 1.2036 1.9810  0.43
H: -1.2571 -0.0410 1.6736  0.36
H: 3.4145 1.0292 0.1517  0.28
H: 2.9794 -0.0995 -1.2266  0.34
H: -2.1742 -1.7917 -0.1553  0.26
H: -3.0274 -1.3098 -1.5324  0.28
H: -2.9002 -0.4008 -0.1221  0.28

## two
Computed, not measured: an isolated ion of composition C3H7N4 and charge +1, with ωB97M-V/def2-TZVPD.

## Properties
* SMILES: C/C=N\C=N/N=[NH2+]
* M: 99.1 g/mol
* HOMO energy: -14.6 eV
* total charge: +1
* frontier orbital gap: 0.35529 Ha

Last column: Mulliken charge in e.
Geometry (Å):
C: -1.5608 0.0332 0.4547  0.26
C: -0.1099 1.7363 -0.2086  0.08
C: -1.1951 -0.9768 -0.5616  -1.19
N: -1.1229 1.2243 0.4911  -0.40
N: 0.9370 1.0456 -0.4424  0.13
N: 2.1991 -0.4854 0.5701  -0.19
N: 1.4801 -0.0455 -0.3941  -0.13
H: -2.2787 -0.2313 1.2228  0.43
H: -0.1538 2.7686 -0.5268  0.39
H: -0.3325 -1.5550 -0.2213  0.33
H: -2.0094 -1.6943 -0.6857  0.34
H: 2.3159 -0.0084 1.4650  0.27
H: 2.7803 -1.2858 0.3558  0.29
H: -0.9493 -0.5256 -1.5192  0.39

Quick ranking, most stable first: two, one.

## one
Computed, not measured: a 2-piece molecular cluster, C5H9NO3S overall, with ωB97M-V/def2-TZVPD.

## Properties
* SMILES: CC(C)=S(=O)=O.COC#N
* M: 163.2 g/mol
* HOMO energy (alpha / beta): -9.1 / -9.1 eV
* frontier orbital gap (alpha / beta): 0.27970 / 0.28147 Ha

Last column: Mulliken charge in e.
Geometry (Å):
C: 0.4269 -1.2659 0.7291  0.61
C: -0.1626 1.1436 0.1615  0.67
C: -0.2356 1.2286 -1.3458  -1.22
C: 0.5871 2.2340 0.8861  -1.60
C: 0.6039 -2.9081 -0.7293  -0.90
N: 0.2736 -1.4354 1.8500  -0.45
O: -2.1639 -0.3737 -0.1301  -0.52
O: -1.9976 0.6145 2.1540  -0.50
O: 0.4945 -1.5117 -0.5144  -0.26
S: -1.7240 0.7186 0.7260  0.80
H: 0.8371 1.4149 -1.5556  0.32
H: -0.8178 2.1768 -1.6072  0.34
H: -0.4588 0.2309 -1.6582  0.45
H: 1.6349 2.2184 0.7374  0.42
H: 0.4467 2.1647 1.8916  0.48
H: 0.2567 3.2687 0.6801  0.34
H: 0.2770 -3.2373 -1.7068  0.29
H: 0.1434 -3.5273 0.0689  0.36
H: 1.5786 -3.1543 -0.6371  0.39

## two
Computed, not measured: one molecule with the formula C5H9NO3S, with ωB97M-V/def2-TZVPD.

## Properties
* M: 163.2 g/mol
* HOMO energy (alpha / beta): -8.6 / -8.6 eV
* frontier orbital gap (alpha / beta): 0.28880 / 0.28884 Ha

Last column: Mulliken charge in e.
Geometry (Å):
C: -1.2168 -0.1177 -0.7043  0.11
C: 0.1601 0.1168 -0.2728  0.74
C: 2.8994 -0.3417 0.8955  -0.93
C: -2.5560 1.0409 0.9782  -0.87
C: 2.3794 -0.6345 -0.5557  -0.35
N: -2.2883 0.7227 -0.3869  -0.25
O: 0.6296 1.0925 0.2821  -0.62
O: -2.8307 -1.2011 -2.2162  -0.60
O: 0.9321 -0.9461 -0.5412  -0.34
S: -1.3982 -1.2871 -1.8920  0.37
H: 2.3123 0.4969 1.1442  0.35
H: 2.7675 -1.3192 1.4880  0.23
H: 3.9728 -0.0785 0.8332  0.34
H: -1.6781 1.5207 1.4529  0.30
H: -3.4577 1.6394 1.0397  0.33
H: -2.8872 0.1565 1.5970  0.29
H: 2.9225 -1.5528 -1.1124  0.26
H: 2.5494 0.2055 -1.1850  0.34
H: -3.2122 0.4868 -0.8444  0.31

Quick ranking, most stable first: two, one.

## one
Computed, not measured: a 2-piece molecular cluster, C4H14NS2 overall, with ωB97M-V/def2-TZVPD.

## Properties
* M: 140.3 g/mol
* HOMO energy: -12.6 eV
* total charge: +1
* frontier orbital gap: 0.35350 Ha

Last column: Mulliken charge in e.
Geometry (Å):
C: -2.7101 -0.3600 -0.5925  -0.77
S: -0.9815 -0.8365 -0.8727  -0.17
S: -0.4373 -1.6995 0.9415  -0.01
C: -0.9075 -3.4273 0.6318  -0.84
H: -3.3686 -1.2029 -0.7733  0.31
H: -2.8275 -0.0108 0.4290  0.30
H: -2.9907 0.4418 -1.2736  0.34
H: -0.4877 -3.7810 -0.3057  0.30
H: -0.4885 -4.0198 1.4437  0.32
H: -1.9892 -3.5178 0.6172  0.30
C: 2.2097 1.8445 -1.1111  -0.85
N: 1.0293 1.6258 -0.2296  0.11
C: 1.3649 1.5511 1.2321  -0.91
H: 1.8676 1.8218 -2.1432  0.34
H: 2.6739 2.7946 -0.8668  0.37
H: 2.9229 1.0394 -0.9538  0.35
H: 0.5104 0.7680 -0.4951  -0.01
H: 0.3651 2.3904 -0.3613  0.38
H: 2.0596 0.7322 1.3759  0.39
H: 0.4314 1.3375 1.7504  0.34
H: 1.7536 2.5086 1.5573  0.39

## two
Computed, not measured: a 2-piece molecular cluster, C4H14NS2 overall, with ωB97M-V/def2-TZVPD.

## Properties
* M: 140.3 g/mol
* HOMO energy: -12.9 eV
* total charge: +1
* frontier orbital gap: 0.35435 Ha

Last column: Mulliken charge in e.
Geometry (Å):
C: 0.7142 1.5399 -2.2783  -1.25
C: -0.5906 0.8281 -2.0241  0.43
C: -1.6422 0.9107 -3.0866  -1.32
N: -0.2697 -0.6917 -1.9002  -0.34
H: 1.3658 1.3655 -1.4142  0.40
H: 1.1394 1.1378 -3.2124  0.34
H: 0.6124 2.6287 -2.3972  0.37
H: -0.9973 1.0763 -1.0309  0.25
H: -1.2953 0.5149 -4.0470  0.35
H: -2.0008 1.9468 -3.1401  0.37
H: -2.4735 0.2646 -2.7604  0.40
H: 0.4613 -0.6885 -1.1681  0.23
H: -1.0167 -1.3207 -1.5393  0.37
H: 0.0720 -1.1121 -2.7714  0.37
C: 0.7857 -2.1187 2.5318  -0.86
S: 0.1768 -0.9946 1.2146  -0.09
S: 0.3704 0.8681 2.2430  -0.19
H: 1.7687 -1.8042 2.8640  0.34
H: 0.8250 -3.0743 2.0204  0.31
H: 0.0901 -2.1980 3.3673  0.33
H: -0.8901 0.9576 2.7066  0.20

Quick ranking, most stable first: one, two.